No. 1
Density functional theory data (ωB97M-V/def2-TZVPD) for C12H18N6O2Pd as an isolated structure.

Calculated values
spin multiplicity = 1
Kohn-Sham gap = 7.95 eV
electronic energy = -29237.432 eV
max |F| = 1.0 eV Å⁻¹
LUMO = -8.098 eV
M = 384.736 g mol⁻¹
total charge = +2
ΔE to the lowest compared entry with this formula, charge and spin = 0.0 kJ/mol

```
39
C12H18N6O2Pd (ωB97M-V/def2-TZVPD)
Pd -0.09 -0.29 -0.01
C -1.49 2.12 1.26
O -1.14 0.73 1.44
C -0.68 0.44 2.79
C -0.32 -1.03 2.83
O 0.71 -1.34 1.88
C 2.04 -1.22 2.42
H -2.27 2.38 1.97
H -1.85 2.23 0.24
H -0.61 2.75 1.41
H -1.49 0.68 3.47
H 0.18 1.07 3.01
H -1.18 -1.64 2.58
H 0.02 -1.29 3.84
H 2.12 -1.83 3.32
H 2.28 -0.18 2.66
H 2.72 -1.59 1.67
N 3.02 -0.89 -0.87
C 2.14 -1.55 -1.64
N 2.59 -2.42 -2.51
C 1.69 -3.05 -3.28
N 2.10 -3.94 -4.15
N 0.34 -2.80 -3.23
C -0.03 -1.95 -2.32
N 0.81 -1.32 -1.45
C -1.44 -1.57 -2.19
C -2.44 -2.07 -3.00
C -3.74 -1.62 -2.80
C -4.00 -0.71 -1.79
C -2.95 -0.25 -1.01
N -1.70 -0.67 -1.22
H 3.99 -1.04 -1.09
H 2.78 -0.02 -0.43
H 3.08 -4.15 -4.23
H 1.44 -4.41 -4.75
H -2.19 -2.79 -3.76
H -4.55 -1.99 -3.42
H -5.00 -0.34 -1.61
H -3.10 0.45 -0.21
```

For each atom in turn, the Mulliken charge in e is: 0.684 -0.735 -0.142 -0.300 -0.662 -0.264 -0.829 0.343 0.309 0.310 0.386 0.387 0.262 0.467 0.309 0.371 0.280 -0.343 0.578 -0.612 0.462 -0.278 -0.590 -0.041 -0.037 0.708 -0.285 -0.473 -0.908 -0.115 -0.161 0.266 0.163 0.268 0.261 0.514 0.470 0.436 0.543

***

No. 2
Density functional theory data (ωB97M-V/def2-TZVPD) for a 2-piece molecular cluster, C2H4ClOP overall.

Calculated values
SMILES string = O=PCl.C=C
spin multiplicity = 1
Kohn-Sham gap = 9.57 eV
electronic energy = -25997.167 eV
max |F| = 5.3 eV Å⁻¹
LUMO = -0.950 eV
M = 110.480 g mol⁻¹
total charge = 0
ΔE to the lowest compared entry with this formula, charge and spin = 73.0 kJ/mol

```
9
C2H4ClOP (ωB97M-V/def2-TZVPD)
O 3.53 -1.62 0.54
P 3.45 -0.61 -0.53
Cl 4.26 1.16 0.00
C -0.10 0.45 0.68
C -0.78 -0.34 -0.03
H 0.59 -0.03 1.32
H -0.35 1.54 0.69
H -1.69 -0.07 -0.58
H -0.47 -1.38 -0.17
```

For each atom in turn, the Mulliken charge in e is: -0.370 0.535 -0.166 -0.539 -0.421 0.344 0.185 0.221 0.212

***

No. 3
Density functional theory data (ωB97M-V/def2-TZVPD) for C4H10O2Pm as an isolated structure.

Calculated values
spin multiplicity = 6
Kohn-Sham gap (alpha / beta) = 7.85 / 8.76 eV
electronic energy = -24940.417 eV
max |F| = 3.1 eV Å⁻¹
LUMO (alpha / beta) = -8.922 / -8.801 eV
M = 235.122 g mol⁻¹
total charge = +2
ΔE to the lowest compared entry with this formula, charge and spin = 40.3 kJ/mol

```
17
C4H10O2Pm (ωB97M-V/def2-TZVPD)
H -1.50 3.64 -0.32
C -2.94 1.46 0.38
O -1.74 0.92 -0.17
C -1.13 1.72 -1.20
C -1.76 3.09 -1.24
H -3.30 0.82 1.19
H -2.73 2.46 0.79
H -3.74 1.52 -0.38
H -0.95 1.23 -2.17
H -2.85 3.06 -1.38
H -1.35 3.63 -2.10
H -0.01 1.89 -1.05
C 0.61 -1.49 -2.35
O -0.33 -1.60 -1.56
Pm -0.64 -1.15 0.93
H 0.73 -2.22 -3.16
H 1.25 -0.60 -2.33
```

For each atom in turn, the Mulliken charge in e is: 0.384 -0.784 -0.300 -0.075 -1.441 0.211 0.386 0.334 0.319 0.398 0.364 0.306 -0.011 -0.505 1.827 0.304 0.284

***

No. 4
Density functional theory data (ωB97M-V/def2-TZVPD) for C8H23N4 as an isolated structure.

Calculated values
spin multiplicity = 3
Kohn-Sham gap (alpha / beta) = 4.70 / 5.18 eV
electronic energy = -14616.320 eV
max |F| = 7.5 eV Å⁻¹
LUMO (alpha / beta) = -2.299 / -6.724 eV
M = 175.300 g mol⁻¹
total charge = +1
ΔE to the lowest compared entry with this formula, charge and spin = 42.1 kJ/mol

```
35
C8H23N4 (ωB97M-V/def2-TZVPD)
C -1.55 -1.37 0.83
C -2.75 0.24 -0.51
C 2.89 0.91 -0.39
C 2.40 -1.16 0.82
C -0.24 0.80 -1.97
C -0.15 -1.69 -1.59
C -1.33 -0.12 0.04
C -0.94 0.91 1.19
N -1.88 1.54 1.91
N 2.40 0.24 0.76
N -0.37 -0.37 -1.01
N 0.25 1.35 1.32
H -2.27 -1.29 1.67
H -0.63 -1.79 1.12
H -2.12 -2.14 0.16
H -3.42 -0.11 0.10
H -2.78 1.32 -0.56
H -2.71 -0.30 -1.50
H 3.98 0.57 -0.40
H 2.36 0.70 -1.34
H 2.93 1.99 -0.28
H 1.98 -1.49 1.72
H 1.57 -1.42 0.08
H 3.44 -1.53 0.74
H 0.56 0.52 -2.72
H -1.23 1.11 -2.47
H 0.24 1.56 -1.34
H 0.49 -2.32 -1.03
H -1.18 -2.26 -1.68
H 0.20 -1.59 -2.66
H -2.83 1.40 1.82
H -1.78 2.38 2.50
H 2.91 0.70 1.53
H 0.34 1.99 2.09
H 1.20 0.70 1.03
```

For each atom in turn, the Mulliken charge in e is: -1.492 -2.373 -0.972 -0.663 -1.142 -0.941 1.387 -0.208 -0.456 -0.247 0.638 -0.482 0.411 0.317 0.403 0.679 0.490 0.460 0.425 0.239 0.315 0.359 -0.097 0.378 0.452 0.290 0.408 0.478 0.354 0.407 0.116 0.224 0.366 0.191 0.282

***

No. 5
Density functional theory data (ωB97M-V/def2-TZVPD) for C25H20Cl3N8O5V as an isolated structure.

Calculated values
spin multiplicity = 3
Kohn-Sham gap (alpha / beta) = 6.79 / 7.05 eV
electronic energy = -111668.449 eV
max |F| = 1.4 eV Å⁻¹
LUMO (alpha / beta) = -0.707 / -0.821 eV
M = 669.789 g mol⁻¹
total charge = 0

```
62
C25H20Cl3N8O5V (ωB97M-V/def2-TZVPD)
V -0.04 0.17 -0.44
C -1.81 1.26 -4.28
O -2.86 0.29 -4.22
C -2.87 -0.79 -3.41
C -3.78 -1.77 -3.79
C -3.93 -2.97 -3.10
C -3.14 -3.20 -1.99
C -2.23 -2.23 -1.57
C -1.43 -2.55 -0.39
N -0.63 -1.74 0.19
N 0.02 -2.23 1.35
C 0.82 -1.30 1.77
O 0.96 -0.13 1.22
C 1.64 -1.56 2.99
C 2.76 -0.77 3.24
C 3.53 -1.00 4.36
C 3.19 -2.01 5.25
C 2.07 -2.80 5.00
C 1.30 -2.58 3.87
C -2.09 -1.01 -2.26
O -1.23 -0.10 -1.79
H -1.56 1.39 -5.33
H -0.92 0.95 -3.74
H -2.18 2.20 -3.88
H -4.37 -1.57 -4.67
H -4.64 -3.70 -3.44
H -3.22 -4.13 -1.44
H -1.55 -3.54 0.05
H 3.01 0.01 2.54
H 4.41 -0.40 4.55
H 3.79 -2.19 6.13
H 1.80 -3.59 5.69
H 0.43 -3.19 3.66
N 1.99 2.26 -2.37
C 1.70 2.75 -1.18
N 2.39 3.80 -0.72
C 2.00 4.28 0.45
N 2.70 5.30 0.97
N 0.95 3.84 1.19
C 0.35 2.79 0.67
N 0.67 2.18 -0.48
C -0.84 2.23 1.40
C -1.28 2.78 2.59
C -2.41 2.22 3.17
C -3.04 1.15 2.56
C -2.51 0.65 1.38
N -1.43 1.18 0.82
H 2.80 2.65 -2.83
H 1.58 1.40 -2.75
H 3.44 5.70 0.44
H 2.38 5.72 1.83
H -0.76 3.62 3.02
H -2.79 2.61 4.11
H -3.92 0.69 2.98
H -2.94 -0.20 0.87
Cl 0.74 -3.36 -3.29
C 2.18 -2.34 -3.04
Cl 3.11 -2.24 -4.55
Cl 3.19 -3.06 -1.79
C 1.64 -0.94 -2.64
O 1.29 -0.19 -3.55
O 1.60 -0.70 -1.40
```

For each atom in turn, the Mulliken charge in e is: 0.400 -0.179 -0.529 -0.023 -0.462 -0.835 -1.119 1.239 -0.533 1.132 -1.256 0.701 -0.636 0.295 -0.372 -0.710 -0.349 -0.685 -0.348 0.668 -0.626 0.293 -0.145 0.243 0.455 0.386 0.429 0.356 0.424 0.389 0.379 0.385 0.428 -0.237 0.635 -0.772 0.343 -0.346 -0.669 0.228 0.158 0.694 -0.611 -0.556 -0.980 0.066 0.490 0.255 -0.037 0.250 0.243 0.542 0.436 0.445 0.447 -0.125 0.579 -0.142 -0.136 0.330 -0.749 -0.578

***

No. 6
Density functional theory data (ωB97M-V/def2-TZVPD) for a 2-piece molecular cluster, C4H3F6O3P overall.

Calculated values
spin multiplicity = 1
Kohn-Sham gap = 7.38 eV
electronic energy = -35933.566 eV
max |F| = 4.9 eV Å⁻¹
LUMO = 6.378 eV
M = 244.027 g mol⁻¹
total charge = -2
ΔE to the lowest compared entry with this formula, charge and spin = 149.7 kJ/mol

```
17
C4H3F6O3P (ωB97M-V/def2-TZVPD)
C -0.74 0.73 0.04
C -0.44 -0.36 -0.93
C 1.45 1.41 2.36
C 0.88 -1.03 -0.97
O -1.60 -2.63 -2.24
O -3.12 -0.93 -1.06
O -1.00 -0.02 -2.25
F 0.99 2.75 2.68
F 1.21 0.79 3.66
F 2.84 1.59 2.48
F 1.02 -1.73 0.12
F 2.07 -0.28 -1.06
F 0.93 -1.97 -1.97
P -1.73 -1.36 -1.53
H -0.15 0.63 1.02
H -1.79 0.63 0.23
H -0.82 1.77 -0.58
```

For each atom in turn, the Mulliken charge in e is: -0.974 0.850 -0.182 0.822 -0.772 -0.813 -0.594 -0.305 -0.298 -0.220 -0.259 -0.305 -0.270 0.628 0.026 0.415 0.250

***

No. 7
Density functional theory data (ωB97M-V/def2-TZVPD) for one molecule with the formula C20H27BrN2O3.

Calculated values
SMILES string = CCOC(=O)c1c(CN2CCC(C)CC2)n(C)c2cc(Br)c(OC)cc12
spin multiplicity = 1
Kohn-Sham gap = 8.55 eV
electronic energy = -100343.991 eV
max |F| = 0.8 eV Å⁻¹
LUMO = 0.641 eV
M = 423.351 g mol⁻¹
total charge = 0
ΔE to the lowest compared entry with this formula, charge and spin = 0.0 kJ/mol

```
53
C20H27BrN2O3 (ωB97M-V/def2-TZVPD)
C -3.86 -3.12 1.21
C -2.55 -3.18 0.46
O -1.76 -2.05 0.82
C -0.52 -2.00 0.29
O -0.10 -2.87 -0.44
C 0.26 -0.85 0.71
C -0.12 0.31 1.39
C -1.51 0.75 1.75
N -2.25 1.51 0.76
C -2.79 0.79 -0.37
C -1.85 0.68 -1.57
C -1.35 2.06 -2.00
C -0.36 1.96 -3.15
C -0.73 2.75 -0.79
C -1.73 2.80 0.37
N 0.99 1.07 1.63
C 1.09 2.30 2.36
C 2.09 0.45 1.09
C 3.42 0.85 1.06
C 4.31 0.01 0.43
Br 6.14 0.47 0.35
C 3.92 -1.21 -0.17
O 4.93 -1.91 -0.75
C 4.62 -3.14 -1.37
C 2.59 -1.59 -0.14
C 1.67 -0.76 0.49
H -3.67 -3.12 2.28
H -4.40 -2.21 0.96
H -4.47 -3.98 0.96
H -2.71 -3.16 -0.63
H -1.99 -4.09 0.70
H -2.10 -0.14 1.97
H -1.47 1.36 2.66
H -3.09 -0.20 -0.04
H -3.69 1.34 -0.68
H -0.99 0.06 -1.32
H -2.38 0.20 -2.40
H -2.22 2.66 -2.33
H -0.01 2.95 -3.45
H 0.51 1.37 -2.85
H -0.82 1.48 -4.01
H 0.17 2.20 -0.49
H -0.43 3.77 -1.05
H -1.30 3.29 1.24
H -2.59 3.40 0.05
H 1.94 2.24 3.04
H 1.25 3.15 1.68
H 0.20 2.48 2.95
H 3.76 1.77 1.50
H 3.92 -3.00 -2.19
H 4.20 -3.85 -0.65
H 5.57 -3.52 -1.75
H 2.25 -2.51 -0.59
```

For each atom in turn, the Mulliken charge in e is: -1.194 -0.380 -0.128 0.799 -0.703 0.521 0.874 -2.531 0.373 -0.533 -0.338 0.231 -1.744 -0.281 -1.095 0.272 -1.320 -0.412 -0.672 -0.446 -0.171 0.966 -0.483 -0.835 -0.121 -0.316 0.286 0.279 0.422 0.308 0.422 0.513 0.514 -0.237 0.536 -0.092 0.562 0.370 0.432 0.319 0.429 -0.075 0.511 0.408 0.457 0.469 0.349 0.393 0.480 0.325 0.319 0.239 0.730

***

No. 8
Density functional theory data (ωB97M-V/def2-TZVPD) for one molecule with the formula C4H7NO4.

Calculated values
SMILES string = CC(=O)OCC[N+](=O)[O-]
spin multiplicity = 1
Kohn-Sham gap = 10.72 eV
electronic energy = -13936.826 eV
max |F| = 5.2 eV Å⁻¹
LUMO = -0.027 eV
M = 133.103 g mol⁻¹
total charge = 0
ΔE to the lowest compared entry with this formula, charge and spin = 560.7 kJ/mol

```
16
C4H7NO4 (ωB97M-V/def2-TZVPD)
C 2.19 -1.06 -0.31
C 1.21 -0.18 0.44
O 0.92 -0.32 1.63
O 0.70 0.80 -0.36
C -0.43 1.58 0.25
C -1.57 0.76 -0.46
N -1.84 -0.64 0.08
O -1.37 -1.55 -0.66
O -2.53 -0.90 1.03
H 2.87 -0.63 -1.25
H 1.63 -2.16 -0.63
H 2.89 -1.59 0.50
H -0.56 1.33 1.38
H -0.34 2.69 0.09
H -2.38 1.28 -0.24
H -1.39 0.60 -1.50
```

For each atom in turn, the Mulliken charge in e is: -0.948 0.867 -0.574 -0.387 -0.421 -0.601 0.898 -0.532 -0.543 0.272 0.212 0.313 0.329 0.361 0.444 0.310